(1)
Molecular formula: C6H12O
Method: DFT, wB97M-V/def2-TZVPD

Calculated values
Largest force on an atom = 3.13 eV/A
2S+1 = 1
Energy relative to the best compared isomer or geometry (same formula, charge and spin) = 53.83 kcal per mole
HOMO = -9.2 eV
Total energy = -8462.0194 eV

Last column: Mulliken charge in e.
Cartesian coordinates (Å):
C (-1.551, 0.951, -1.362)  -1.141
C (-0.003, 1.268, -0.798)  -0.566
C (0.962, 0.071, -0.511)  -0.368
C (1.841, -0.058, 0.751)  -0.951
C (0.629, -0.904, 0.598)  1.220
C (-0.585, -0.678, 1.471)  -1.420
O (0.896, -2.260, 0.353)  -0.581
H (-1.974, 1.704, -2.099)  0.388
H (-2.233, 0.933, -0.524)  0.256
H (-1.557, 0.012, -1.939)  0.315
H (0.035, 1.912, 0.106)  0.256
H (0.003, 1.768, -1.731)  0.333
H (1.442, -0.413, -1.364)  0.383
H (1.838, 0.731, 1.500)  0.240
H (2.801, -0.573, 0.662)  0.292
H (-0.474, -1.191, 2.433)  0.340
H (-1.485, -1.068, 0.978)  0.325
H (-0.752, 0.386, 1.666)  0.311
H (0.168, -2.590, -0.189)  0.368

=====

(2)
Molecular formula: CH4O2S
Method: DFT, wB97M-V/def2-TZVPD

Calculated values
Largest force on an atom = 4.12 eV/A
2S+1 = 1
Energy relative to the best compared isomer or geometry (same formula, charge and spin) = 66.40 kcal per mole
HOMO = -9.4 eV
Total energy = -16029.1957 eV

Last column: Mulliken charge in e.
Cartesian coordinates (Å):
C (-0.324, 0.905, -0.187)  -0.954
O (-0.201, -1.345, 0.221)  -0.559
O (2.146, -0.879, -0.631)  -0.499
S (1.126, -0.270, 0.261)  0.605
H (-0.751, 0.334, -0.926)  0.475
H (-1.060, 0.538, 0.504)  0.274
H (-0.036, 1.979, -0.068)  0.314
H (-0.899, -1.261, 0.825)  0.344

=====

(3)
Molecular formula: C14H42NO10
Method: DFT, wB97M-V/def2-TZVPD

Calculated values
Largest force on an atom = 10.28 eV/A
2S+1 = 1
Energy relative to the best compared isomer or geometry (same formula, charge and spin) = 223.43 kcal per mole
HOMO = -6.9 eV
Total energy = -37154.1954 eV
Total charge = -1

Last column: Mulliken charge in e.
Cartesian coordinates (Å):
N (-0.032, -0.092, 1.344)  0.873
O (0.464, 1.013, 1.225)  -0.843
O (-1.250, -0.161, 1.325)  -0.567
O (0.564, -1.051, 0.795)  -0.741
C (-1.367, -2.774, -3.324)  -1.172
C (-1.043, -1.574, -2.399)  -0.125
O (-1.363, -1.934, -1.093)  -0.484
H (-2.512, -2.749, -3.441)  0.267
H (-1.030, -3.667, -2.780)  0.194
H (-0.756, -2.838, -4.264)  0.341
H (-1.503, -0.732, -2.785)  0.403
H (-0.151, -1.413, -2.510)  0.282
H (-0.779, -1.305, -0.541)  0.246
C (-4.258, -1.955, 4.871)  -1.533
C (-3.905, -1.104, 3.690)  -0.033
O (-2.678, -1.585, 3.207)  -0.474
H (-5.197, -1.927, 5.143)  0.539
H (-3.534, -1.853, 5.685)  0.298
H (-4.252, -2.967, 4.550)  0.345
H (-3.779, -0.143, 3.822)  0.368
H (-4.643, -1.202, 2.856)  0.220
H (-2.478, -0.956, 2.382)  0.348
C (0.294, 2.216, -2.278)  0.158
C (-0.511, 3.455, -2.790)  -0.233
O (-0.803, 3.325, -4.186)  -0.514
H (0.674, 2.326, -1.191)  -0.159
H (1.243, 2.230, -2.893)  0.366
H (-0.344, 1.278, -2.493)  -0.198
H (-0.067, 4.542, -2.426)  0.256
H (-1.418, 3.460, -2.106)  0.089
H (-1.123, 4.173, -4.496)  0.295
C (4.983, -0.460, -1.667)  -1.599
C (3.775, -0.487, -0.648)  0.363
O (2.674, -0.584, -1.378)  -0.507
H (5.890, -0.359, -1.234)  0.464
H (4.802, 0.207, -2.430)  0.426
H (5.129, -1.352, -2.393)  0.304
H (3.878, 0.355, -0.104)  0.013
H (3.975, -1.323, -0.031)  0.272
H (1.803, -0.566, -0.730)  0.289
C (4.701, 3.874, 1.809)  -1.291
C (3.631, 2.781, 1.795)  0.015
O (2.562, 2.933, 0.837)  -0.478
H (4.345, 4.920, 2.205)  0.252
H (5.006, 4.044, 0.833)  0.371
H (5.627, 3.719, 2.435)  0.340
H (3.141, 2.829, 2.794)  0.260
H (4.286, 1.859, 1.821)  0.176
H (1.721, 2.332, 0.886)  0.429
C (0.747, -5.586, -1.095)  -1.624
C (0.631, -4.590, 0.103)  -0.028
O (1.520, -3.538, -0.066)  -0.494
H (-0.160, -6.288, -1.222)  0.308
H (1.575, -6.136, -0.983)  0.511
H (0.909, -5.316, -2.020)  0.546
H (0.742, -5.136, 1.019)  0.356
H (-0.405, -4.105, 0.113)  0.186
H (1.016, -2.795, -0.137)  0.312
C (-4.216, 3.397, 0.736)  -1.215
C (-3.222, 2.154, 0.680)  0.456
O (-1.896, 2.638, 0.626)  -0.509
H (-5.283, 3.221, 0.519)  0.376
H (-4.049, 4.279, 0.098)  0.339
H (-4.253, 3.944, 1.846)  0.222
H (-3.229, 1.564, -0.252)  0.261
H (-3.621, 1.562, 1.745)  -0.205
H (-1.200, 1.972, 0.593)  0.296

=====

(4)
Molecular formula: C21H26N5O3P
Method: DFT, wB97M-V/def2-TZVPD

Calculated values
Largest force on an atom = 1.02 eV/A
2S+1 = 1
HOMO = -8.1 eV
Total energy = -45077.1503 eV

Last column: Mulliken charge in e.
Cartesian coordinates (Å):
C (0.495, 0.452, 1.497)  -1.075
C (0.462, -0.607, 0.437)  0.211
O (1.445, -0.980, -0.127)  -0.522
N (-0.815, -1.237, 0.151)  0.175
C (-0.991, -2.419, 1.027)  -0.686
C (-1.877, -0.354, 0.011)  0.258
C (-1.768, 0.834, -0.621)  -0.531
C (-2.915, 1.728, -0.747)  -0.019
O (-3.011, 2.541, -1.645)  -0.639
C (-3.971, 1.573, 0.287)  -0.464
C (-4.147, 0.373, 0.843)  0.342
P (-5.471, 0.020, 2.011)  0.292
N (-6.748, -0.657, 1.430)  -0.667
C (-3.266, -0.759, 0.434)  0.240
O (-3.654, -1.899, 0.398)  -0.498
H (0.193, 1.409, 1.075)  0.280
H (1.512, 0.543, 1.863)  0.371
H (-0.211, 0.237, 2.298)  0.393
H (-0.009, -2.806, 1.292)  0.178
H (-1.513, -2.179, 1.951)  0.340
H (-1.521, -3.203, 0.500)  0.330
H (-0.842, 1.153, -1.084)  0.897
H (-4.586, 2.429, 0.535)  0.388
H (-5.663, 1.318, 2.514)  0.053
H (-4.795, -0.661, 3.038)  0.073
H (-6.937, -1.556, 1.855)  0.249
C (4.104, 4.259, 2.275)  -0.376
C (4.359, 2.902, 1.934)  -0.423
C (3.565, 2.594, 0.863)  -0.652
N (2.842, 3.712, 0.543)  0.022
C (3.165, 4.731, 1.398)  -0.556
H (4.562, 4.824, 3.069)  0.394
H (5.049, 2.231, 2.418)  0.413
H (3.457, 1.682, 0.300)  0.564
H (2.182, 3.778, -0.209)  0.223
H (2.707, 5.700, 1.306)  0.389
C (4.396, -4.733, 2.691)  -0.609
C (4.509, -5.275, 1.381)  -0.503
C (3.620, -4.606, 0.584)  -0.488
N (2.975, -3.683, 1.361)  0.056
C (3.443, -3.753, 2.645)  -0.261
H (4.953, -5.028, 3.564)  0.380
H (5.168, -6.064, 1.062)  0.387
H (3.394, -4.704, -0.463)  0.366
H (2.281, -3.039, 1.028)  0.297
H (3.061, -3.101, 3.412)  0.362
C (-1.430, 1.400, -6.414)  -0.564
C (-0.590, 0.449, -5.774)  -0.559
C (-0.771, 0.592, -4.423)  -0.342
N (-1.685, 1.590, -4.223)  0.155
C (-2.091, 2.087, -5.429)  -0.415
H (-1.538, 1.560, -7.473)  0.389
H (0.068, -0.258, -6.250)  0.395
H (-0.331, 0.066, -3.593)  0.378
H (-2.008, 1.911, -3.325)  0.234
H (-2.814, 2.882, -5.484)  0.375